Formula: C7H11NS
Source: OMol25
Level of theory: ωB97M-V/def2-TZVPD

Each atom is followed by the atoms it is bonded to, with distances in Å.
Positions of all 20 atoms, in Å:
1 C 2.08 1.32 -0.31  C2 1.500, N8 1.211, H10 1.094
2 C 2.86 0.05 -0.09  C1 1.500, S9 1.773, H11 1.163, H12 1.179
3 C -2.06 -0.58 0.78  C4 1.543, C5 1.526, H13 1.173, H14 1.127
4 C -2.04 -0.20 -0.72  C3 1.543, C6 1.561, H15 1.152, H16 1.134
5 C -0.77 0.04 1.30  C3 1.526, C7 1.580, H17 1.099, H18 1.171
6 C -0.55 -0.40 -1.14  C4 1.561, C7 1.571, H19 1.194, H20 1.052
7 C 0.29 -0.02 0.13  C5 1.580, C6 1.571, N8 1.552, S9 1.776
8 N 0.89 1.39 -0.12  C1 1.211, C7 1.552
9 S 1.63 -1.18 0.24  C2 1.773, C7 1.776
10 H 2.72 2.17 -0.58  C1 1.094
11 H 3.51 -0.25 -1.00  C2 1.163
12 H 3.58 0.32 0.81  C2 1.179
13 H -2.96 -0.19 1.43  C3 1.173
14 H -2.15 -1.68 1.01  C3 1.127
15 H -2.73 -0.92 -1.29  C4 1.152
16 H -2.38 0.82 -1.09  C4 1.134
17 H -0.75 1.05 1.73  C5 1.099
18 H -0.45 -0.56 2.25  C5 1.171
19 H -0.36 -1.52 -1.48  C6 1.194
20 H -0.37 0.34 -1.87  C6 1.052

The spin multiplicity is 3. The orbital gap (spin up / spin down) comes out at 3.90 / 5.62 eV. Its total energy is -726.01281 a.u. The molar mass comes out at 141.24 Da.